Below is 2 unconnected molecules or ions with the total composition H7NP2Si in a non-equilibrium geometry, with properties calculated with ωB97M-V with the def2-TZVPD basis set.

Computed properties:
Calculated total energy ... -28051.6065 eV
LUMO level (spin up / spin down) ... -0.14519 / -0.15549 hartree
2S+1 ... 1
ΔE to the lowest compared entry with this formula, charge and spin ... 142.6 kcal/mol
Orbital gap (spin up / spin down) ... 0.128 / 0.110 Ha
Net charge ... 0

```
11
Properties=species:S:1:pos:R:3:mulliken_charge:R:1
N 0.05 1.08 0.57 -0.56
Si -0.25 -0.44 0.09 0.35
P 1.88 2.12 -2.53 0.06
P -1.42 -1.82 1.68 -0.15
H 0.98 1.42 1.00 0.29
H -1.36 -0.98 -0.77 -0.09
H 0.79 -1.37 0.10 -0.10
H 0.53 2.37 -3.15 0.08
H 1.50 1.34 -1.44 0.01
H -2.68 -1.11 1.81 0.07
H -0.79 -1.09 2.63 0.04
```